Entry 1:
ORCA calculation (ωB97M-V with the def2-TZVPD basis set) on 2 unconnected molecules or ions with the total composition C3HNO2.

## Properties
LUMO level, hartree: -0.03551
Orbital gap, eV: 7.4795

Geometry as ORCA input:
```
! wB97M-V def2-TZVPD RIJCOSX def2/J DEFGRID3
* xyz 0 1
C -1.0643 1.1436 -0.6603
C 0.8975 -0.3555 1.0849
C 0.6610 -1.0367 -0.0448
N -0.0323 0.8534 -1.0146
O 1.7446 0.2331 1.6496
O -0.0322 -1.8721 -0.4985
H -2.1743 1.0342 -0.5163
*
```

Calculated atomic charges, method natural (NBO), unit e: 0.13, 0.36, 0.43, -0.34, -0.41, -0.43, 0.26

Entry 2:
ORCA calculation (ωB97M-V with the def2-TZVPD basis set) on C3HNO2 in the gas phase.

## Properties
LUMO level, hartree: -0.04514
Orbital gap, eV: 9.6560

Geometry as ORCA input:
```
! wB97M-V def2-TZVPD RIJCOSX def2/J DEFGRID3
* xyz 0 1
O -1.7079 -1.2788 -0.3439
C -1.2142 -0.3413 0.2119
C 0.2303 0.1684 -0.1038
O -0.0294 0.9461 -0.9929
C 1.6744 0.0132 0.2068
N 2.8316 0.0456 0.2850
H -1.7849 0.4468 0.7370
*
```

Calculated atomic charges, method natural (NBO), unit e: -0.46, 0.38, 0.38, -0.42, 0.17, -0.20, 0.15

Entry 3:
ORCA calculation (ωB97M-V with the def2-TZVPD basis set) on C3HNO2S in the gas phase.

## Properties
LUMO level, hartree: -0.03157
Orbital gap, eV: 8.8032

Geometry as ORCA input:
```
! wB97M-V def2-TZVPD RIJCOSX def2/J DEFGRID3
* xyz 0 1
C 1.3037 -0.2488 1.5995
C -0.7271 -0.1177 -1.3415
C -0.7861 0.7699 -0.1100
N 0.4358 0.0610 0.7364
O -0.3832 0.1167 -2.4366
O -1.4108 1.5986 0.3517
S 2.5577 -0.9019 2.3964
H -0.9899 -1.2777 -1.1961
*
```

Calculated atomic charges, method natural (NBO), unit e: 0.27, 0.34, 0.71, -0.64, -0.43, -0.39, 0.00, 0.16

Entry 4:
ORCA calculation (ωB97M-V with the def2-TZVPD basis set) on C3HNO3 in the gas phase.

## Properties
LUMO level, hartree: -0.07661
Orbital gap, eV: 8.6205

Geometry as ORCA input:
```
! wB97M-V def2-TZVPD RIJCOSX def2/J DEFGRID3
* xyz 0 1
C 0.7841 -0.4468 -0.0910
C -1.3839 0.3875 -0.0193
C 0.0032 0.8642 -0.0664
H -2.1478 1.0386 0.3370
N -1.6129 -0.8364 0.0568
O 1.9190 -0.6926 0.0994
O -0.2041 -1.3065 -0.0612
O 0.4124 1.9974 0.0025
*
```

Calculated atomic charges, method natural (NBO), unit e: 0.66, -0.06, 0.40, 0.22, 0.04, -0.47, -0.40, -0.39

Entry 5:
ORCA calculation (ωB97M-V with the def2-TZVPD basis set) on a gas-phase ion, C3HNO3S (charge -2).

## Properties
LUMO level, hartree: 0.23239
Orbital gap, eV: 5.9121

Geometry as ORCA input:
```
! wB97M-V def2-TZVPD RIJCOSX def2/J DEFGRID3
* xyz -2 1
C -0.4147 -0.8932 0.1041
C 1.6128 0.1079 0.2270
C -1.0918 0.4198 -0.2731
N 0.8918 -0.9896 0.2447
O -1.4284 0.5491 -1.4776
O -1.1557 -1.8691 0.2094
O 2.8220 0.1415 0.1918
S 0.5991 1.7032 0.2968
H -1.8351 0.8303 0.4768
*
```

Calculated atomic charges, method natural (NBO), unit e: 0.58, 0.59, 0.19, -0.72, -0.79, -0.72, -0.72, -0.50, 0.08

Entry 6:
ORCA calculation (ωB97M-V with the def2-TZVPD basis set) on a gas-phase ion, C3HNO5 (charge -2).

## Properties
LUMO level, hartree: 0.25873
Orbital gap, eV: 7.2255

Geometry as ORCA input:
```
! wB97M-V def2-TZVPD RIJCOSX def2/J DEFGRID3
* xyz -2 1
C 1.1589 0.7946 0.4327
C -1.2557 0.3160 -0.9727
C -0.0895 -0.2623 -0.1305
N -0.3344 -1.3155 0.7903
O 1.5064 1.7116 -0.3024
O -2.0879 0.9795 -0.3206
O 1.5801 0.4384 1.5447
O -1.2651 0.0827 -2.1941
O 0.4323 -1.5471 -0.4056
H 0.3549 -1.1977 1.5583
*
```

Calculated atomic charges, method natural (NBO), unit e: 0.78, 0.74, 0.13, -0.39, -0.76, -0.80, -0.82, -0.79, -0.43, 0.34

Entry 7:
ORCA calculation (ωB97M-V with the def2-TZVPD basis set) on C3HNOS2 in the gas phase.

## Properties
LUMO level, hartree: -0.06726
Orbital gap, eV: 7.6302

Geometry as ORCA input:
```
! wB97M-V def2-TZVPD RIJCOSX def2/J DEFGRID3
* xyz 0 1
C 0.1555 1.1272 0.0400
C -1.1018 -0.9228 0.0755
C 1.0354 -0.1151 -0.0732
H -1.7009 -1.9395 0.5311
N 0.1849 -1.2183 0.1587
O 0.5346 2.2225 0.3508
S -1.6872 0.6816 -0.6039
S 2.5795 0.1645 -0.4788
*
```

Calculated atomic charges, method natural (NBO), unit e: 0.47, -0.02, -0.11, 0.26, -0.48, -0.45, 0.14, 0.19

Entry 8:
ORCA calculation (ωB97M-V with the def2-TZVPD basis set) on a molecular structure, C3HO2Sm.

## Properties
<S²>: 12.01
LUMO level (alpha / beta), hartree: -0.21042 / -0.20577
Orbital gap (alpha / beta), eV: 8.0702 / 8.2642

Geometry as ORCA input:
```
! wB97M-V def2-TZVPD RIJCOSX def2/J DEFGRID3
* xyz 1 7
O 1.1378 -0.8927 0.0054
O 0.8237 1.2650 -0.0479
C 0.3518 0.0910 -0.1043
Sm 3.1830 0.5142 0.0094
C -2.1801 0.2129 0.3490
C -1.0939 -0.1114 -0.1773
H -2.2223 -1.0790 -0.0343
*
```

Calculated atomic charges, method Mulliken, unit e: -0.84, -0.81, 1.10, 1.68, -0.47, 0.04, 0.29